A molecular structure, C3AuFO3 in a non-equilibrium geometry, computed with ωB97M-V/def2-TZVPD.

```
! RIJCOSX wB97M-V def2-TZVPD def2/J DEFGRID3
* xyz 1 4
C -2.122 0.566 0.075
C -0.949 0.674 -0.178
O 0.302 0.734 -0.437
F -3.389 0.466 0.333
O 0.773 -2.199 0.194
C 1.347 -1.229 -0.096
O 2.279 -0.491 -0.165
Au 1.759 1.478 0.275
*
```

Output
E_HOMO (spin up / spin down): -0.467 / -0.602 Eh
Frontier orbital gap (spin up / spin down): 0.305 / 0.268 hartree
E_LUMO (spin up / spin down): -4.398 / -9.106 eV
Largest force on an atom: 11.704 eV/Å
DFT total energy: -15645.5391 eV
⟨S²⟩: 3.7644

4 unconnected molecules or ions with the total composition C5H15NO2 in a non-equilibrium geometry, computed with ωB97M-V/def2-TZVPD.

```
! RIJCOSX wB97M-V def2-TZVPD def2/J DEFGRID3
* xyz 0 1
C 0.199 -0.588 0.205
N -1.571 -1.630 -1.105
C -0.539 -0.629 -1.119
C 3.168 0.021 -0.398
C 2.952 1.176 0.333
C 2.031 2.261 0.268
H 0.724 -1.541 0.326
H 0.901 0.232 0.088
H -0.272 -0.151 1.074
H -2.245 -1.516 -1.844
H -0.956 0.392 -1.419
H 0.251 -0.930 -1.894
H 4.068 -0.561 -0.187
H 2.661 -0.380 -1.311
H 3.557 1.087 1.236
H 1.570 2.562 -0.668
H 2.063 3.035 1.048
H -3.198 -1.668 1.810
H -2.050 -1.718 -0.135
O -2.439 -1.268 1.328
H -2.328 0.122 0.709
H -3.152 1.321 0.431
O -2.244 0.978 0.264
*
```

Output
E_HOMO: -0.258 Eh
Frontier orbital gap: 0.104 hartree
E_LUMO: -4.195 eV
Largest force on an atom: 2.967 eV/Å
DFT total energy: -11005.5771 eV
Relative energy (zero: lowest compared OMol25 entry of this formula, charge and spin): 193.0 kcal/mol

Among the records above, which one has the highest DFT total energy? C5H15NO2

Which formula does entry 2 have? C5H15NO2